Entry 1:
15
Properties=species:S:1:pos:R:3:forces:R:3 method="wB97M-V/def2-TZVPD" de_lowest_ev=1.834 orbital_gap_ev=8.975 max_force_ev_per_a=2.7 total_charge=0 smiles="C=CC(=C)NC"
C -2.2436 -0.2777 -0.4844 -1.50 -0.17 -0.84
N -1.2782 0.5652 0.1601 2.60 0.24 -0.43
C 0.0792 0.0148 0.2760 -1.75 -1.68 1.09
C 0.1651 -1.1417 0.9543 0.23 0.35 -0.13
C 2.4542 0.2355 -0.3828 0.54 0.64 -0.23
C 1.2230 0.7201 -0.2839 -0.62 0.17 -0.16
H -2.5422 -1.1769 0.0579 0.47 0.17 0.36
H -3.1822 0.2830 -0.5756 0.16 0.04 0.03
H -2.0048 -0.6122 -1.5060 0.34 0.09 0.14
H -1.1228 1.4159 -0.3628 -0.71 0.20 -0.16
H -0.7483 -1.6374 1.2475 0.05 -0.01 0.25
H 1.0954 -1.5781 1.2890 0.06 -0.04 -0.33
H 3.2430 0.9170 -0.6814 -0.03 -0.15 -0.32
H 2.7764 -0.7773 -0.1843 -0.32 -0.02 0.36
H 0.9610 1.6853 -0.7211 0.48 0.16 0.37



Entry 2:
43
Properties=species:S:1:pos:R:3:forces:R:3 method="wB97M-V/def2-TZVPD" de_lowest_ev=2.256 orbital_gap_ev=6.263 max_force_ev_per_a=0.7 total_charge=+2
Au -1.6258 -1.3675 -1.4537 -0.52 0.48 0.01
N -0.9914 2.2398 -3.7266 0.06 0.01 -0.02
C -1.1128 1.3079 -2.7814 -0.05 -0.01 -0.07
S -1.9040 -0.1947 -3.4113 0.02 0.03 0.37
N -0.6747 1.5640 -1.5806 0.04 -0.05 0.17
N -0.8782 0.5513 -0.6993 0.02 -0.02 -0.38
C -0.5095 0.5627 0.5298 0.01 -0.15 0.08
C 0.1595 1.6939 1.1928 -0.01 0.03 -0.01
C -0.4074 2.9645 1.1303 0.01 0.04 0.02
C 0.2299 4.0303 1.7440 -0.01 -0.01 -0.01
C 1.4410 3.8369 2.3939 0.01 -0.01 0.00
C 2.0170 2.5741 2.4429 0.00 0.00 0.00
C 1.3741 1.4990 1.8522 -0.01 0.02 0.01
C -0.7934 -0.7147 1.2636 0.06 -0.02 -0.04
C -0.6633 -0.8075 2.6373 0.02 0.04 -0.03
C -0.8995 -2.0169 3.2778 -0.01 -0.06 -0.03
C -1.2555 -3.1261 2.5296 0.02 0.03 0.04
C -1.4023 -2.9793 1.1639 -0.01 -0.01 -0.05
N -1.1856 -1.8127 0.5502 -0.02 0.22 0.16
H -1.3018 2.0957 -4.6729 0.02 -0.01 0.03
H -0.5612 3.1204 -3.4883 -0.05 0.01 0.00
H -1.3438 3.1141 0.6096 0.00 0.00 0.02
H -0.2171 5.0141 1.7129 0.00 0.01 0.00
H 1.9384 4.6736 2.8645 0.01 0.01 0.01
H 2.9627 2.4277 2.9461 0.01 0.00 0.01
H 1.8210 0.5123 1.8948 0.00 -0.02 0.01
H -0.3816 0.0715 3.1980 0.01 0.01 0.01
H -0.8040 -2.0870 4.3529 0.00 0.00 0.00
H -1.4355 -4.0883 2.9858 0.00 -0.01 0.01
H -1.7015 -3.8053 0.5336 -0.02 -0.02 0.01
N -4.6870 -1.9546 -1.4841 0.06 0.02 0.11
C -3.5531 -1.8064 -1.4614 -0.01 -0.33 -0.32
H -5.6858 -2.0802 -1.4989 -0.02 -0.01 -0.01
C 2.6055 -0.1364 -1.8828 0.01 0.01 0.07
S 1.6269 -1.4258 -1.1396 0.01 0.00 -0.25
C 2.6123 -2.8564 -1.5414 0.00 0.02 0.01
O 0.4221 -1.5387 -2.1086 0.38 -0.26 0.09
H 2.7460 -0.3592 -2.9390 -0.01 -0.03 -0.01
H 3.5605 -0.0818 -1.3611 0.02 0.00 0.01
H 2.0579 0.7958 -1.7490 -0.01 0.00 0.00
H 3.5656 -2.7726 -1.0205 0.01 0.02 0.01
H 2.7569 -2.9020 -2.6190 -0.01 0.02 -0.02
H 2.0782 -3.7353 -1.1869 -0.01 0.00 0.00



Entry 3:
9
Properties=species:S:1:pos:R:3:forces:R:3 method="wB97M-V/def2-TZVPD" de_lowest_ev=0.548 orbital_gap_ev=12.351 max_force_ev_per_a=1.4 total_charge=0 smiles=O.O.O
O 1.2987 0.0284 0.7246 0.24 -0.65 0.58
H 0.8129 -0.0545 1.5550 0.25 -0.38 0.28
H 0.7962 0.7346 0.3548 -0.31 1.09 -0.85
O -1.4978 -0.1348 1.3193 0.43 -0.05 -0.72
H -1.5852 0.6297 0.7388 -0.45 0.35 0.25
H -1.0193 -0.7067 0.6973 -0.25 -0.34 0.45
O 0.0099 -0.1805 -1.9577 0.07 0.27 0.00
H 0.7772 0.3406 -2.1994 0.04 0.42 -0.59
H 0.4073 -0.6568 -1.2327 -0.02 -0.71 0.61



Entry 4:
31
Properties=species:S:1:pos:R:3:forces:R:3 method="wB97M-V/def2-TZVPD" de_lowest_ev=2.157 orbital_gap_ev=8.442 max_force_ev_per_a=4.7 total_charge=0
C 2.2583 0.5674 0.6553 1.42 0.40 1.22
C -2.0076 -0.2970 0.8960 -1.17 -1.95 1.44
C -0.2863 1.2981 1.4633 2.76 -1.39 0.04
C -1.1567 1.3634 -0.8268 0.87 0.19 -1.20
C 0.2683 -1.2520 1.1633 -0.50 -2.26 -2.53
C -0.8457 -1.0850 -1.1060 0.34 1.36 -2.19
C -0.7220 -0.2331 1.6816 0.92 3.04 -0.66
C -1.8059 -0.0290 -0.6098 0.71 0.94 1.98
C 0.0945 1.5831 -0.0061 0.17 1.46 1.78
C 1.3213 0.7521 -0.3692 -1.54 -3.15 -1.94
C 0.4907 -1.1311 -0.4081 0.03 2.56 3.20
N 3.0138 0.4495 1.5230 -0.18 -0.17 -0.50
N 1.9567 0.9952 -1.6603 -1.17 0.83 1.09
N 1.3999 -2.0109 -0.9388 -2.02 0.98 -4.16
H -2.3994 -1.3332 1.0891 0.06 0.50 -0.79
H -2.7338 0.2877 1.4782 0.00 0.51 -0.80
H -0.8878 2.0912 1.8999 -0.53 -0.39 -0.05
H 0.7058 1.3674 1.9027 -0.25 0.35 1.04
H -0.6654 1.4369 -1.8202 -1.50 0.06 -0.37
H -1.8530 2.2066 -0.6331 0.36 -0.56 -0.34
H 1.2480 -1.4514 1.5577 0.36 0.86 0.92
H -0.2194 -2.2496 1.3133 0.05 0.46 -0.14
H -1.3149 -2.0458 -1.1589 -0.07 -0.87 0.36
H -0.7130 -0.7961 -2.1698 0.34 -0.41 0.09
H -0.8268 -0.3543 2.7496 -0.44 -0.23 0.28
H -2.7749 -0.0733 -1.0796 -0.18 -0.12 -0.51
H 0.4725 2.6590 -0.0565 -0.86 -0.97 -0.14
H 1.2759 0.7153 -2.3232 -0.10 -0.17 -1.27
H 2.8949 0.7034 -1.8810 -0.11 -0.33 0.50
H 1.7154 -1.7622 -1.9080 -0.46 -0.47 1.36
H 2.0964 -2.3725 -0.4180 2.69 -1.06 2.29



Entry 5:
80
Properties=species:S:1:pos:R:3:forces:R:3 method="wB97M-V/def2-TZVPD" multiplicity=3 orbital_gap_ev="5.388 / 5.851" max_force_ev_per_a=1.2 s2=2.08 total_charge=+4
Mo -0.2773 0.7937 0.0678 -0.93 0.18 0.19
C 0.8290 0.9974 2.8913 0.94 -0.22 0.32
C 1.4792 -0.3463 2.5299 -0.07 0.04 0.03
C 2.2750 -0.3747 1.2524 0.16 -0.18 0.58
C 3.5943 -0.8162 1.2566 -0.19 0.09 -0.20
C 4.2868 -0.9341 0.0627 -0.28 0.10 -0.04
C 3.6241 -0.6207 -1.1210 -0.03 0.11 0.14
C 2.3200 -0.1822 -1.0531 0.17 -0.08 -0.47
N 1.6475 -0.0488 0.1092 0.86 -0.26 -0.06
N -0.4557 1.2516 2.2031 0.10 -0.16 -0.73
C -1.5130 0.3858 2.7765 -0.58 -0.72 0.17
C -2.6733 0.2374 1.8302 -0.28 -0.08 0.44
C -3.9744 0.0437 2.2763 0.29 -0.03 -0.11
C -5.0018 -0.0921 1.3532 0.25 0.01 -0.14
C -4.6897 -0.0149 0.0002 0.22 0.07 0.07
C -3.3680 0.1654 -0.3666 -0.35 -0.04 -0.47
N -2.3695 0.2739 0.5245 -0.03 -0.35 0.20
C -0.8479 2.6737 2.3482 -0.14 0.88 -0.08
C -1.7769 3.0971 1.2437 -0.17 0.32 0.37
C -2.7860 4.0377 1.3987 0.21 -0.21 -0.17
C -3.4735 4.4743 0.2716 0.16 -0.09 -0.09
C -3.1256 3.9564 -0.9722 0.06 -0.08 0.10
C -2.1405 2.9879 -1.0338 -0.12 0.19 -0.55
N -1.4851 2.5633 0.0488 -0.01 0.57 0.06
H 1.5334 1.7987 2.6380 -0.24 -0.02 0.06
H 0.6652 1.0334 3.9744 -0.07 0.06 -0.11
H 0.7282 -1.1436 2.4639 0.06 -0.01 0.13
H 2.1491 -0.6190 3.3470 -0.12 0.00 0.00
H 4.0693 -1.0775 2.1887 0.01 -0.01 0.15
H 5.3107 -1.2733 0.0516 0.14 -0.04 -0.01
H 4.1233 -0.7223 -2.0706 -0.04 0.02 -0.19
H 1.7591 0.0536 -1.9579 0.20 -0.06 0.08
H -1.8684 0.7829 3.7328 0.22 0.05 -0.05
H -1.0952 -0.6093 2.9801 -0.06 0.23 -0.05
H -4.1797 -0.0192 3.3332 0.01 0.07 0.16
H -6.0196 -0.2468 1.6797 -0.08 -0.01 0.03
H -5.4564 -0.0913 -0.7563 0.00 -0.01 -0.08
H -3.0900 0.2297 -1.4174 -0.12 -0.04 0.18
H 0.0545 3.3024 2.2600 -0.16 -0.27 0.11
H -1.2908 2.8826 3.3298 0.18 -0.21 -0.08
H -3.0312 4.4298 2.3740 0.06 0.04 0.13
H -4.2523 5.2196 0.3566 -0.05 0.02 0.02
H -3.6162 4.2970 -1.8710 -0.02 -0.04 -0.11
H -1.8384 2.5352 -1.9779 -0.15 0.11 0.02
Te -0.8981 -1.8553 -1.0580 0.70 -0.93 -0.18
C -0.8367 -3.6154 0.1985 -0.20 0.45 0.02
C -1.9042 -4.4815 0.0041 -0.12 0.21 -0.23
C -1.8037 -5.7795 0.4855 -0.02 0.04 0.04
C -0.6600 -6.1860 1.1537 -0.05 -0.07 0.06
C 0.3731 -5.2887 1.3885 -0.01 0.14 0.02
C 0.2844 -3.9825 0.9276 0.22 0.17 -0.03
C 0.6327 -2.5542 -2.3886 -0.33 0.31 0.19
C 0.3071 -2.4490 -3.7398 -0.23 0.20 0.21
C 1.1061 -3.0804 -4.6764 0.08 -0.02 -0.10
C 2.2160 -3.8045 -4.2701 0.01 0.05 -0.02
C 2.5461 -3.8822 -2.9234 -0.02 0.08 0.08
C 1.7624 -3.2498 -1.9733 -0.11 -0.02 0.23
H -2.7942 -4.1722 -0.5288 0.01 -0.05 -0.07
H -2.6227 -6.4652 0.3220 -0.01 -0.05 0.01
H -0.5795 -7.2041 1.5085 0.02 -0.03 0.00
H 1.2598 -5.6052 1.9177 0.02 -0.02 0.10
H 1.0924 -3.2862 1.1215 0.02 -0.04 -0.06
H -0.5794 -1.9123 -4.0561 -0.01 -0.04 -0.08
H 0.8478 -3.0204 -5.7209 -0.03 0.00 -0.15
H 2.8276 -4.3110 -5.0007 0.04 -0.06 -0.08
H 3.4053 -4.4517 -2.6062 0.12 -0.07 0.01
H 2.0226 -3.3314 -0.9269 -0.03 -0.07 0.00
C 2.0986 2.9178 -2.7521 -0.19 -0.14 0.06
Sb 1.4717 3.0101 -0.7113 0.57 0.55 -0.10
C 3.3711 3.1827 0.2714 -0.31 -0.16 0.03
C 0.7146 5.0116 -0.6235 -0.09 -0.34 0.04
H 2.6858 3.8155 -2.9331 0.01 0.12 0.08
H 1.2428 2.9141 -3.4234 -0.02 -0.01 -0.01
H 2.7265 2.0512 -2.9374 0.00 -0.05 0.04
H 3.9183 3.9524 -0.2664 -0.02 0.11 -0.11
H 3.9349 2.2555 0.2194 -0.05 -0.11 -0.02
H 3.2612 3.4954 1.3064 -0.07 0.00 0.05
H 1.5716 5.6727 -0.7243 0.13 0.00 0.00
H 0.2090 5.2296 0.3128 -0.01 -0.04 0.09
H 0.0365 5.1880 -1.4546 -0.03 -0.06 -0.05



Entry 6:
60
Properties=species:S:1:pos:R:3:forces:R:3 method="wB97M-V/def2-TZVPD" de_lowest_ev=0.936 orbital_gap_ev=10.975 max_force_ev_per_a=2.0 total_charge=0 smiles="COC(=O)OC.COC(=O)OC.COC(=O)OC.COC(=O)OC.COC(=O)OC"
C 2.8560 0.1232 2.2404 0.21 0.22 0.85
O 2.2384 0.9431 1.2537 0.15 -0.06 0.58
C 1.4839 0.3227 0.3673 -0.35 0.81 -1.78
O 1.2621 -0.8438 0.2126 0.16 -0.53 0.71
O 1.0451 1.2768 -0.4762 0.20 0.69 0.14
C 0.2644 0.8436 -1.5936 -0.24 -1.12 0.74
H 2.1528 -0.1773 3.0196 -0.26 -0.25 -0.38
H 3.5566 0.7597 2.7805 0.20 0.05 -0.44
H 3.3608 -0.7266 1.7891 -0.07 -0.06 0.02
H -0.6882 0.5095 -1.1774 -0.13 -0.05 -0.47
H 0.7510 -0.0075 -2.0630 -0.11 0.06 -0.13
H 0.1177 1.6440 -2.3105 0.23 0.29 0.30
C 0.1025 -2.5657 2.5788 0.00 0.80 -0.63
O -0.3852 -3.1104 3.7989 -0.05 -0.66 -0.24
C -0.7839 -2.2347 4.6925 -0.20 0.55 0.31
O -0.7996 -1.0386 4.5661 0.12 0.33 -0.09
O -1.1760 -2.8833 5.7834 -0.17 -0.76 -0.08
C -1.5013 -2.0980 6.9095 0.23 0.88 0.45
H -0.5930 -1.8706 2.1038 -0.28 -0.19 0.23
H 0.2770 -3.3837 1.8900 0.16 -0.13 0.19
H 0.9971 -1.9746 2.7550 0.20 -0.32 0.03
H -1.6871 -2.7827 7.7285 0.01 -0.10 -0.02
H -2.3583 -1.4370 6.7727 -0.15 -0.28 -0.33
H -0.6694 -1.4320 7.1488 0.06 -0.16 0.10
C -3.0453 1.2797 1.1895 -1.54 0.68 0.58
O -2.8661 -0.1191 1.1433 0.80 -0.19 -0.31
C -3.9393 -0.8526 1.4440 0.66 0.85 0.09
O -4.9861 -0.3991 1.7949 -0.92 -0.04 0.27
O -3.5982 -2.1109 1.3037 0.38 -0.96 -0.15
C -4.4239 -3.0880 1.9263 -0.36 -0.15 0.09
H -2.1176 1.8076 1.0076 0.16 -0.34 -0.27
H -3.4487 1.5921 2.1604 0.37 -0.20 0.09
H -3.8593 1.5629 0.5140 0.44 0.11 -0.35
H -4.1010 -4.0586 1.5632 0.15 0.07 -0.07
H -5.4742 -2.9505 1.6761 0.01 0.15 0.02
H -4.2887 -3.0449 3.0063 -0.06 0.03 0.03
C 4.8189 1.9936 -1.4413 0.45 0.04 0.75
O 3.7147 2.7558 -0.9482 -0.41 0.12 -1.27
C 3.9650 3.5527 0.0766 0.76 -0.61 1.29
O 4.9860 3.5263 0.7248 -0.30 0.25 -0.45
O 2.9547 4.3265 0.4369 -0.44 0.47 0.36
C 1.7531 4.4276 -0.3118 -0.50 -0.70 -1.04
H 4.8891 1.0851 -0.8465 0.03 -0.16 -0.13
H 5.7349 2.5580 -1.2860 0.07 -0.01 -0.09
H 4.6916 1.7684 -2.4941 -0.39 0.09 0.00
H 0.8510 4.3296 0.2898 0.41 0.26 0.67
H 1.6585 3.5932 -1.0052 0.24 0.18 -0.15
H 1.7271 5.3708 -0.8531 0.11 0.08 0.06
C -1.1880 -2.0947 -7.1203 -0.27 -0.16 -1.10
O -1.3768 -1.8793 -5.7350 0.34 0.08 0.23
C -0.6894 -0.9085 -5.1149 -0.30 -0.60 -0.06
O -0.6691 -0.8220 -3.9262 -0.07 0.25 0.51
O -0.0796 -0.0905 -5.9620 0.08 0.10 -0.47
C 0.4119 1.1366 -5.4523 0.51 0.64 0.23
H -2.0617 -2.6274 -7.4945 -0.06 0.01 0.28
H -0.3229 -2.7219 -7.3464 0.13 0.12 0.35
H -1.1079 -1.1702 -7.6892 0.03 0.04 0.17
H -0.2154 1.5540 -4.6656 -0.31 -0.12 -0.24
H 0.4671 1.7929 -6.3188 -0.09 0.09 0.15
H 1.4122 1.0688 -5.0165 -0.02 -0.44 -0.15



Entry 7:
13
Properties=species:S:1:pos:R:3:forces:R:3 method="wB97M-V/def2-TZVPD" de_lowest_ev=6.310 orbital_gap_ev="6.565 / 6.603" max_force_ev_per_a=6.2 total_charge=0
C -0.8171 -0.9409 -0.4163 -0.89 -1.61 -3.89
C 0.5572 -0.5826 -0.3605 -0.37 -0.48 0.78
C 0.9391 0.9690 -0.1690 -1.86 -0.90 0.77
C -1.7973 -0.6166 0.4497 -1.06 0.84 0.13
C 1.1058 -0.0709 0.8805 -2.37 0.36 1.21
N -0.1175 1.8276 -0.1592 -5.90 1.76 0.92
N -1.2635 2.0556 -0.0365 5.54 -2.35 -0.44
F -3.1041 -0.9285 0.0473 1.53 0.04 0.12
H -0.8636 -1.5056 -1.4630 -1.17 0.81 2.19
H 1.1121 -1.2066 -1.0352 0.88 0.56 -0.19
H 1.7563 1.3860 -0.5799 2.70 1.11 -1.56
H 0.4150 -0.1130 1.7433 0.26 0.25 -0.67
H 2.0775 -0.2734 1.0988 2.71 -0.38 0.64



Entry 8:
78
Properties=species:S:1:pos:R:3:forces:R:3 method="wB97M-V/def2-TZVPD" multiplicity=2 de_lowest_ev=0.000 orbital_gap_ev="6.352 / 3.369" max_force_ev_per_a=1.4 s2=0.77 total_charge=+2
C 5.3900 -2.9198 1.5567 -0.26 0.25 -0.12
C 5.2747 -1.3964 1.5319 0.38 -0.53 0.36
O 5.7368 -0.8224 0.3228 -0.19 0.23 0.07
C 4.8071 -0.8784 -0.7199 -0.20 0.04 -0.31
C 3.6719 0.1408 -0.5549 0.13 0.14 0.29
O 3.8144 1.2784 -1.4110 -0.30 -0.19 0.14
C 3.3894 1.0159 -2.7033 0.72 0.68 -0.69
N 1.9331 1.2901 -2.8557 0.14 -0.35 0.87
C 1.0702 0.1923 -3.0159 -0.25 0.58 0.63
O 1.2202 -0.6805 -3.7938 0.19 -0.99 -0.66
C -0.0823 0.3918 -2.0405 0.46 0.37 -0.12
C -1.1847 -0.4437 -1.7473 -0.88 0.01 0.37
C -1.2182 -1.7483 -2.5072 0.12 0.17 -0.40
O -0.1176 -2.5243 -2.0934 -0.24 -0.03 0.35
C -0.4033 -3.5176 -1.0956 0.50 0.20 -0.08
O 0.5588 -3.4876 -0.1064 -0.18 -0.01 -0.19
C 0.4689 -2.3885 0.7715 0.31 0.05 0.68
C 0.7114 -2.8483 2.2193 -0.36 0.01 -0.27
O -0.4439 -2.6725 3.0345 0.08 -0.01 -0.17
C -2.1391 -0.0005 -0.8100 0.94 0.28 -0.18
C -3.3429 -0.8347 -0.4828 -0.09 0.38 0.05
C -4.7096 -0.1893 -0.8793 -0.96 -0.96 -0.20
N -4.5502 1.0739 -1.5716 0.25 0.05 0.28
N -5.5202 -0.0005 0.3271 0.76 0.71 -0.02
N -5.3240 -1.1515 -1.8251 0.12 0.25 0.43
C -1.9332 1.2691 -0.1787 0.17 -0.43 -0.28
C -2.8761 1.8591 0.8349 -0.04 0.48 0.02
N -2.2753 1.8973 2.1483 -0.15 -0.51 -0.08
C -2.2555 0.6297 2.8936 0.21 0.02 -0.57
C -0.7733 2.0726 -0.5163 -0.11 0.39 0.29
N -0.5163 3.3427 0.0817 0.38 -1.30 0.38
C 0.3805 3.3560 1.0140 -0.02 0.71 -0.28
C 0.8894 4.6885 1.4517 -0.62 0.11 0.06
C 0.9831 2.1610 1.6470 0.09 -0.22 0.11
C 0.1211 1.6233 -1.4678 -0.81 -0.14 0.25
C 1.3550 2.2570 -2.0194 -0.53 -1.10 -0.55
O 1.7052 3.3748 -1.8449 0.63 1.23 0.39
H 4.4682 -3.3821 1.2115 0.01 -0.23 -0.11
H 6.2143 -3.2432 0.9303 0.12 -0.04 -0.08
H 5.5833 -3.2618 2.5680 -0.05 -0.08 0.14
H 4.2428 -1.1123 1.7605 -0.13 0.21 -0.08
H 5.8976 -0.9843 2.3182 0.13 0.20 0.00
H 4.4018 -1.8830 -0.8654 0.01 -0.15 0.12
H 5.3478 -0.6074 -1.6227 0.13 -0.07 -0.15
H 3.7286 0.5276 0.4584 -0.02 0.12 0.14
H 2.6776 -0.3032 -0.6830 -0.07 -0.10 -0.15
H 3.9370 1.6616 -3.3787 0.05 0.19 -0.01
H 3.5955 -0.0133 -2.9872 -0.39 -0.17 -0.24
H -1.0695 -1.5165 -3.5599 0.03 -0.05 -0.12
H -2.1655 -2.2663 -2.4424 -0.15 -0.16 0.15
H -1.3937 -3.3527 -0.6649 -0.22 0.07 -0.05
H -0.3394 -4.4840 -1.5807 -0.01 -0.21 0.01
H 1.2005 -1.6166 0.5148 0.07 -0.01 -0.31
H -0.5239 -1.9298 0.7380 -0.19 -0.02 -0.14
H 1.5749 -2.3428 2.6495 0.09 0.06 0.11
H 0.8997 -3.9140 2.1888 0.14 -0.16 0.10
H -0.7178 -1.7562 2.9511 -0.02 0.07 0.20
H -3.3518 -1.0749 0.5754 -0.06 0.06 0.19
H -3.2923 -1.7759 -1.0019 0.22 -0.22 -0.10
H -4.6314 0.8922 -2.5640 0.02 0.19 -0.08
H -5.2355 1.7602 -1.2893 -0.13 0.00 -0.12
H -5.9119 -0.8739 0.6451 -0.11 -0.04 0.09
H -6.2531 0.6804 0.1814 -0.28 -0.21 -0.03
H -5.3566 -2.0602 -1.3698 0.09 -0.14 -0.18
H -6.3030 -0.8954 -1.9233 -0.03 0.09 -0.28
H -3.0272 2.8944 0.5260 -0.18 0.12 -0.05
H -3.8543 1.3938 0.8271 -0.19 -0.35 0.00
H -2.6931 2.6271 2.7051 0.19 0.24 0.00
H -1.2412 0.3879 3.2044 0.06 0.03 0.31
H -2.5934 -0.1729 2.2459 -0.07 -0.14 -0.11
H -2.9205 0.6456 3.7486 0.01 0.12 0.23
H 1.2675 5.2319 0.5887 0.29 0.01 -0.10
H 1.6450 4.6172 2.2196 0.19 0.08 0.05
H 0.0445 5.2571 1.8521 0.02 0.09 0.17
H 1.7808 1.7598 1.0220 0.16 0.05 -0.15
H 1.4208 2.4409 2.5968 0.14 0.01 0.12
H 0.2674 1.3725 1.8304 -0.25 -0.17 -0.16
Ag -1.1360 5.2629 -0.7188 0.00 0.15 -0.29